# 1
{"formula": "C10H34O7", "method": "wB97M-V/def2-TZVPD", "max_force_ev_per_a": 1.1, "homo_energy_ev": -9.5, "smiles": "CCO.CCO.CCO.CCO.CCO.O.O", "symbols": ["O", "O", "O", "O", "O", "O", "O", "C", "C", "C", "C", "C", "C", "C", "C", "C", "C", "H", "H", "H", "H", "H", "H", "H", "H", "H", "H", "H", "H", "H", "H", "H", "H", "H", "H", "H", "H", "H", "H", "H", "H", "H", "H", "H", "H", "H", "H", "H", "H", "H", "H"], "xyz": [[1.35273, 0.94718, -2.60497], [2.45799, -3.67977, 1.53880], [-2.69169, -1.51040, -1.82175], [-1.46784, -1.11676, 0.73488], [-1.83176, 1.26381, 2.34681], [1.03999, -0.26279, 0.03087], [1.68715, 1.86472, 1.72622], [-1.53183, -1.44435, -2.65470], [-3.81767, 2.46359, 2.77228], [1.73857, 1.52901, 3.10354], [-3.23632, 1.21092, 2.17961], [0.30780, 2.91290, -1.63881], [0.74660, 2.21754, -2.89687], [3.30483, -3.06254, -0.63479], [-1.86599, -1.03765, -4.08306], [2.17422, -3.70468, 0.14836], [1.89261, 0.03528, 3.24988], [2.76581, -0.30076, 2.68519], [1.80982, -3.11516, 1.96831], [0.42620, 3.99376, -1.78356], [2.06295, -0.20951, 4.29946], [-0.08161, 2.00448, -3.57117], [-2.99840, -2.41560, -1.73375], [0.89554, 1.95195, 3.66004], [1.10746, -0.09053, -0.92225], [1.21576, -3.22677, -0.07875], [1.03197, 2.68937, -0.85456], [4.22516, -3.49748, -0.24699], [-1.47073, 0.45722, 1.94037], [-2.84080, -1.39088, -4.40125], [2.06788, -4.74882, -0.16696], [-3.46468, 1.14676, 1.10650], [-1.10810, -1.44310, -4.76425], [1.47386, 2.82348, -3.43815], [-1.77340, 0.04316, -4.22802], [3.17190, -3.34342, -1.68189], [3.30799, -1.98617, -0.48920], [-0.83419, -0.74345, -2.20085], [-3.75134, 2.45806, 3.85696], [2.62086, 2.00073, 3.57434], [1.09732, 0.61500, 0.45815], [1.48772, 2.79950, 1.62442], [-1.03909, -2.42373, -2.68808], [1.04083, -0.54375, 2.88808], [-0.70360, 2.66811, -1.34300], [-0.54570, -0.83255, 0.54204], [-4.86318, 2.57866, 2.46859], [2.27819, 0.98015, -2.85545], [-3.65630, 0.31864, 2.65782], [-1.90105, -1.18144, -0.13175], [-3.31444, 3.33812, 2.35330]], "mulliken_charge": [-0.457, -0.569, -0.613, -0.749, -0.434, -0.514, -0.502, 0.588, -1.288, -0.293, -0.040, -0.779, -0.286, -0.910, -1.116, 0.001, -1.025, 0.298, 0.318, 0.407, 0.447, 0.131, 0.311, 0.276, 0.265, 0.064, -0.018, 0.349, 0.277, 0.346, 0.309, 0.215, 0.327, 0.461, 0.225, 0.302, 0.126, -0.381, 0.300, 0.344, 0.282, 0.232, 0.272, 0.150, 0.284, 0.451, 0.374, 0.255, 0.276, 0.404, 0.306]}

# 2
{"formula": "C10H35BrN2O8", "method": "wB97M-V/def2-TZVPD", "max_force_ev_per_a": 1.5, "homo_energy_ev": -9.1, "symbols": ["Br", "O", "O", "O", "O", "O", "O", "O", "O", "N", "N", "C", "C", "C", "C", "C", "C", "C", "C", "C", "C", "H", "H", "H", "H", "H", "H", "H", "H", "H", "H", "H", "H", "H", "H", "H", "H", "H", "H", "H", "H", "H", "H", "H", "H", "H", "H", "H", "H", "H", "H", "H", "H", "H", "H", "H"], "xyz": [[-1.10261, -0.25483, 0.24222], [2.04188, -0.63842, 2.01070], [-3.50739, 0.53076, 2.45829], [-0.33752, -1.80587, 3.15418], [2.59112, -1.15460, -4.99875], [-0.75488, 2.65274, 2.21856], [-0.94301, -3.35037, -1.47323], [0.53793, 4.79170, 3.97304], [-6.14263, -1.87343, 1.75230], [-1.58291, 1.98304, -2.32468], [1.40016, 0.11151, -2.65086], [3.34966, -0.50809, -4.00112], [0.39669, 3.43070, 1.96714], [-4.69107, 0.04780, 1.86221], [3.13504, -0.96772, -6.30381], [2.40720, -2.05841, -2.20716], [1.79741, -0.77002, 3.40845], [1.15706, 3.74712, 3.24389], [2.70051, -0.61693, -2.64094], [-5.11098, -1.25627, 2.54973], [0.96093, -2.01026, 3.70798], [3.59120, 0.52564, -4.28533], [3.32606, -0.10613, -1.90472], [1.23566, -0.41683, 1.52700], [1.57646, -2.55120, -2.71015], [-1.10881, 2.28025, 1.40649], [3.43064, 0.07241, -6.44709], [-2.74544, 0.25644, 1.92555], [-0.30540, 4.44376, 4.28707], [-2.28852, 2.29445, -1.65573], [-5.42419, -1.13312, 3.58530], [-1.83973, -3.69278, -1.40172], [-1.07096, 2.83988, -2.55157], [1.26329, 0.12434, 3.74352], [0.98429, -2.18744, 4.78275], [-0.92103, 1.30401, -1.93412], [0.87669, -0.39252, -1.93504], [-4.24887, -1.91978, 2.47705], [-5.53803, 0.73300, 1.96907], [-0.20434, -1.65851, 2.21142], [0.12032, 4.40094, 1.52262], [-0.99468, -2.45372, -1.10698], [1.20373, 2.84208, 3.85874], [0.94523, -0.28842, -3.47883], [3.27648, -2.72258, -2.22487], [-4.52783, -0.17271, 0.80564], [3.98158, -1.63854, -6.45338], [2.77318, -0.78835, 3.89547], [-1.97735, 1.54186, -3.15519], [0.97283, 2.92354, 1.18076], [2.13013, -2.00960, -1.14845], [2.15202, 4.09690, 2.97023], [2.31993, -1.23251, -6.97154], [4.34926, -0.96939, -3.96810], [-6.97667, -1.48059, 2.02774], [1.36030, -2.89492, 3.20826]], "mulliken_charge": [-0.642, -0.406, -0.428, -0.421, -0.298, -0.379, -0.622, -0.552, -0.543, -0.335, -0.614, -0.900, -0.289, -0.248, -0.736, -1.296, -0.223, -0.436, 0.330, -0.292, -0.347, 0.468, 0.271, 0.196, 0.326, 0.161, 0.323, 0.074, 0.324, 0.399, 0.268, 0.278, 0.400, 0.087, 0.350, 0.001, 0.138, 0.197, 0.324, 0.161, 0.311, 0.272, 0.199, 0.370, 0.401, 0.187, 0.275, 0.360, 0.374, 0.308, 0.338, 0.344, 0.232, 0.401, 0.306, 0.253]}

# 3
{"formula": "C10H36BCsN4O6", "method": "wB97M-V/def2-TZVPD", "max_force_ev_per_a": 6.4, "homo_energy_ev": -8.1, "symbols": ["Cs", "O", "O", "O", "O", "O", "O", "N", "N", "N", "N", "C", "C", "C", "C", "C", "C", "C", "C", "C", "C", "B", "H", "H", "H", "H", "H", "H", "H", "H", "H", "H", "H", "H", "H", "H", "H", "H", "H", "H", "H", "H", "H", "H", "H", "H", "H", "H", "H", "H", "H", "H", "H", "H", "H", "H", "H", "H"], "xyz": [[0.78331, 5.59484, 3.06959], [-1.30910, 5.42451, -1.76281], [-1.63139, -2.78449, 0.10612], [2.71462, -0.96980, -3.56556], [6.00278, 1.01556, 4.76346], [-2.96392, -0.77590, 6.96652], [-5.95005, 0.83994, -3.84434], [-3.20202, -1.47252, 4.89477], [-1.51229, -0.36955, 5.30402], [-4.49205, -0.86512, -3.52074], [-4.89802, 0.55928, -1.86671], [3.74276, -1.73512, -3.02288], [-1.09383, -3.92604, -0.63350], [-3.07553, 6.63161, -2.79387], [-2.28894, 5.35785, -2.84958], [4.13481, -2.93947, -3.94892], [-2.60628, -0.81876, 5.84298], [-1.87326, -5.20879, -0.21015], [6.21255, -0.15021, 4.14760], [-5.15610, 0.16450, -3.11821], [5.58382, -0.45360, 2.86446], [0.92251, 1.31174, 0.54455], [-4.61587, -1.14132, -4.48431], [6.20021, -1.20956, 2.37799], [-1.10052, -3.80948, -1.71723], [4.49851, -0.95797, -2.90890], [-1.63825, 5.41130, -3.72242], [-5.29129, 1.42322, -1.52168], [4.24554, -2.37147, -4.87262], [-2.99310, 4.53065, -2.93898], [-0.87489, -2.20200, 0.20611], [-2.71325, -1.44102, 4.01148], [0.20190, 1.52227, -0.23047], [-0.83782, 4.59297, -1.67323], [0.53564, 1.42613, 1.54529], [5.98178, 1.72878, 4.12121], [-3.55866, 6.94992, -3.71765], [4.52045, -0.64447, 3.00912], [-0.02746, -4.08137, -0.46979], [-1.41237, -6.11725, -0.59794], [5.82242, -0.98361, 4.73183], [-2.90215, -5.27562, -0.56375], [5.79237, 0.44564, 2.28483], [3.62359, -2.13561, -2.01615], [-1.86664, -5.17151, 0.87920], [-3.92654, 6.56755, -2.11579], [3.32144, -3.64288, -4.12711], [5.07697, -3.36219, -3.60003], [-2.57735, 7.52190, -2.41009], [-3.96105, -2.10475, 5.10521], [-3.96620, -1.34692, -2.80558], [1.83365, 1.87219, 0.40325], [-1.39695, -0.31195, 4.30228], [-4.00155, 0.30294, -1.47847], [2.36046, -0.46418, -2.83036], [1.19551, 0.26982, 0.48042], [7.28581, -0.29534, 4.02448], [-0.87870, 0.07474, 5.95306]], "mulliken_charge": [0.974, -0.537, -0.523, -0.534, -0.480, -0.625, -0.701, -0.343, -0.377, -0.343, -0.443, -0.272, -0.198, -1.126, -0.078, -0.954, 0.643, -1.047, -0.258, 0.651, -0.935, 0.326, 0.218, 0.296, 0.275, 0.282, 0.224, 0.227, 0.246, 0.265, 0.303, 0.143, -0.315, 0.298, -0.345, 0.297, 0.338, 0.265, 0.286, 0.344, 0.228, 0.273, 0.304, 0.310, 0.275, 0.283, 0.286, 0.316, 0.324, 0.199, 0.183, -0.282, 0.176, 0.208, 0.313, -0.325, 0.281, 0.181]}

# 4
{"formula": "C10H36Be2O12", "method": "wB97M-V/def2-TZVPD", "max_force_ev_per_a": 5.1, "homo_energy_ev": -14.3, "total_charge": 2, "symbols": ["O", "O", "O", "O", "O", "O", "O", "O", "O", "O", "O", "O", "C", "C", "C", "C", "C", "C", "C", "C", "C", "C", "Be", "Be", "H", "H", "H", "H", "H", "H", "H", "H", "H", "H", "H", "H", "H", "H", "H", "H", "H", "H", "H", "H", "H", "H", "H", "H", "H", "H", "H", "H", "H", "H", "H", "H", "H", "H", "H", "H"], "xyz": [[-32.95826, 1.07518, -13.98442], [-32.72098, 3.88588, -14.54715], [-31.19806, 7.82921, -16.66143], [-31.01222, 4.67125, -11.95729], [-28.10337, 4.65191, -15.60606], [-29.98012, 0.70548, -14.76806], [-33.25186, 6.59252, -19.08186], [-28.63429, 3.21963, -13.59514], [-33.06167, 7.90557, -14.86057], [-30.70873, 3.82489, -15.37353], [-31.75165, 4.17527, -18.90240], [-32.25307, 5.18003, -16.27465], [-33.80503, 6.43193, -20.37517], [-29.99656, 8.27411, -16.05635], [-31.90040, 4.27678, -15.46135], [-31.16404, 2.87380, -18.86776], [-29.88024, 0.88204, -16.18329], [-27.57187, 3.04695, -12.63713], [-32.85053, 8.72932, -13.72280], [-27.37625, 4.24671, -16.76341], [-30.42798, 5.80307, -12.64198], [-33.22191, -0.21502, -14.57309], [-30.99725, 2.59008, -13.31311], [-34.29702, 5.59436, -15.27531], [-28.06830, 3.10414, -11.66905], [-33.69179, 8.52946, -13.05686], [-29.05036, 4.47125, -15.70906], [-34.22582, 5.43716, -20.53665], [-32.55164, -0.93350, -14.10862], [-27.01257, 2.11989, -12.74646], [-27.48555, 4.99237, -17.55314], [-32.95057, -0.10970, -15.62357], [-31.81065, 4.47902, -17.98957], [-32.72776, 5.82067, -18.84178], [-31.17405, 6.86403, -16.68917], [-29.66527, 5.50230, -13.35570], [-29.12447, 7.84945, -16.55421], [-32.99564, 6.54153, -21.10306], [-31.49983, 5.05460, -11.22021], [-32.31476, 8.02895, -15.51417], [-34.56059, 7.15873, -20.66516], [-27.79531, 3.29191, -17.08421], [-31.21418, 6.31800, -13.19702], [-26.90860, 3.90710, -12.72350], [-32.81003, 9.79872, -13.92102], [-30.18985, 2.99805, -18.38705], [-29.70751, -0.07754, -16.66478], [-34.25789, -0.51217, -14.42424], [-29.08268, 1.60600, -16.36135], [-30.91270, 2.47598, -19.84839], [-33.49166, 1.72948, -14.44771], [-29.97210, 6.50672, -11.94620], [-31.99278, 8.35979, -13.15711], [-28.32058, 3.79732, -14.32228], [-31.84861, 2.22379, -18.32093], [-29.94694, 9.35012, -16.22527], [-29.58214, -0.15439, -14.60155], [-30.79900, 1.38237, -16.48661], [-30.02351, 8.08690, -14.97871], [-26.31309, 4.18351, -16.54379]], "mulliken_charge": [-0.364, -0.929, -0.582, -0.427, -0.529, -0.375, -0.449, -0.274, -0.349, 0.609, -0.695, -0.861, -0.694, -0.502, 0.592, -0.316, -0.344, -0.792, -0.675, -0.616, -0.277, -0.605, 0.981, 1.173, 0.285, 0.283, 0.294, 0.258, 0.244, 0.253, 0.269, 0.259, 0.292, 0.403, 0.364, 0.113, 0.294, 0.289, 0.272, 0.332, 0.269, 0.174, -0.057, 0.319, 0.299, -0.015, 0.540, 0.301, 0.066, 0.374, 0.245, 0.553, 0.248, 0.397, 0.202, 0.291, 0.263, -0.137, 0.159, 0.308]}

Number 1: frontier orbital gap 9.88 eV. Number 2: frontier orbital gap 7.98 eV. Number 3: frontier orbital gap 6.31 eV. Number 4: frontier orbital gap 3.61 eV.